50
Properties=species:S:1:pos:R:3:mulliken_charge:R:1 method="wB97M-V/def2-TZVPD" lumo_energy_ha=0.07128 charge=-1 multiplicity=1 homo_energy_ha=-0.120
B 1.439 -1.051 3.474 0.19
C 0.019 -1.894 3.346 -0.48
N -1.210 -1.061 3.438 -0.62
H 2.333 -1.674 2.868 -0.26
H 1.723 -0.925 4.680 -0.25
H 1.304 0.072 2.969 -0.21
H 0.010 -2.470 2.404 0.19
H -0.059 -2.632 4.160 0.09
H -1.991 -1.543 3.859 0.18
H -1.483 -0.701 2.536 0.28
C -1.823 -0.114 -1.911 -0.65
C -2.225 0.259 -0.508 0.73
O -2.062 -0.469 0.439 -0.56
C -2.831 1.639 -0.338 -0.98
H -1.402 -1.117 -1.918 0.31
H -2.684 -0.064 -2.576 0.26
H -1.071 0.586 -2.272 0.00
H -3.734 1.728 -0.946 0.27
H -2.126 2.400 -0.680 0.23
H -3.068 1.805 0.710 0.33
C 1.514 2.571 -1.866 -0.71
C 1.996 1.474 -2.785 0.88
O 1.276 0.567 -3.123 -0.52
C 3.434 1.561 -3.243 -1.22
H 0.474 2.398 -1.601 -0.07
H 2.117 2.588 -0.957 0.36
H 1.612 3.543 -2.356 0.32
H 4.100 1.550 -2.379 0.34
H 3.600 2.495 -3.785 0.31
H 3.664 0.717 -3.889 0.31
C 2.360 -4.156 6.909 -1.05
C 3.278 -4.212 5.708 0.87
O 4.439 -3.886 5.787 -0.58
C 2.652 -4.697 4.428 -0.79
H 2.910 -3.796 7.775 0.29
H 1.530 -3.480 6.695 0.28
H 1.951 -5.148 7.115 0.31
H 1.806 -4.057 4.168 0.00
H 2.300 -5.725 4.548 0.35
H 3.383 -4.652 3.624 0.26
C -2.457 2.403 -6.385 -1.13
C -2.896 2.737 -4.978 0.79
O -2.797 1.939 -4.078 -0.47
C -3.461 4.121 -4.754 -1.11
H -2.068 1.388 -6.413 0.29
H -3.299 2.494 -7.073 0.34
H -1.682 3.099 -6.710 0.34
H -4.340 4.274 -5.384 0.34
H -2.721 4.877 -5.024 0.33
H -3.737 4.239 -3.709 0.27